No. 1
Formula: C6H14N2O2
Source: the Open Molecules 2025 dataset
Level of theory: the ωB97M-V functional and the def2-TZVPD basis

Each line ends with the Mulliken spin population.
Element x y z (Å)
H1 0.10568 -1.76376 1.79941  0.001
H2 -0.16608 -0.84929 3.40166  0.031
H3 -2.30095 -0.65267 -1.44099  0.000
N1 0.21238 -1.54215 -1.18688  0.035
H4 -2.07417 0.26890 -2.91246  0.000
C1 1.05121 2.47417 1.26708  0.042
H5 0.87769 3.56487 1.32856  -0.003
H6 2.31374 -1.46839 -1.52761  0.003
C2 -1.60998 -0.06881 -1.95683  0.000
H7 -1.61038 0.87925 -1.32974  -0.001
H8 1.33571 -2.51202 -2.73884  0.002
C3 0.07631 1.59091 2.08688  -0.123
C4 1.42514 -2.19719 -1.67032  -0.002
C5 -0.50352 -0.84160 2.34460  0.000
C6 -0.35684 -0.74134 -2.23174  -0.006
H9 0.61396 0.00800 0.94359  -0.018
H10 1.50408 -3.13898 -1.23075  0.000
O1 0.22968 -0.48589 -3.29798  0.014
H11 2.04804 2.18897 1.60268  -0.010
H12 -0.26028 -1.88582 -0.42413  -0.001
H13 0.89402 2.23261 0.11156  0.003
O2 -0.59082 1.96030 3.05480  0.508
H14 -1.64740 -1.15610 2.26655  0.052
N2 -0.10359 0.28390 1.62372  0.471

Values from the calculation:
Multiplicity ... 2
E_HOMO (alpha / beta) ... -13.23 / -13.20 eV
HOMO-LUMO gap (alpha / beta) ... 0.338 / 0.139 Ha
Total charge ... +1
Relative energy (zero: lowest compared OMol25 entry of this formula, charge and spin) ... 294.8 kJ/mol

---

No. 2
Formula: C5H9NOS
Source: the Open Molecules 2025 dataset
Level of theory: the ωB97M-V functional and the def2-TZVPD basis

Each line ends with the Löwdin charge.
Element x y z (Å)
H1 -1.64604 -1.01518 1.43172  0.110
H2 -2.93562 -0.79120 0.17215  0.084
C1 0.10298 1.72258 -0.38493  -0.213
H3 1.81658 -3.07550 -0.23632  0.052
S1 2.56200 0.18265 0.06881  0.766
H4 -1.01012 -0.41666 -1.42498  0.092
C2 1.18296 -1.07135 -0.18732  -0.513
C3 -1.98059 -1.22792 0.38534  -0.017
H5 1.11248 1.39865 1.48564  0.070
O1 -0.94946 0.91305 0.06463  -0.125
C4 -1.08950 -0.30034 -0.39851  -0.210
H6 0.12603 1.42365 -1.46789  0.137
H7 -1.82539 -2.20730 0.15759  0.041
H8 2.10338 2.37868 0.33531  0.032
C5 1.42127 1.59019 0.46438  -0.439
N1 1.18322 -2.28361 -0.21683  0.009
H9 -0.17418 2.77960 -0.24880  0.124

Values from the calculation:
E_HOMO (alpha / beta) ... -6.67 / -6.67 eV
HOMO-LUMO gap (alpha / beta) ... 0.264 / 0.266 Ha
Total charge ... 0
Relative energy (zero: lowest compared OMol25 entry of this formula, charge and spin) ... 483.7 kJ/mol

---

No. 3
Formula: C3H4N2O3
Source: the Open Molecules 2025 dataset
Level of theory: the ωB97M-V functional and the def2-TZVPD basis

Each line ends with the Löwdin charge.
Element x y z (Å)
C1 -0.89224 -1.27821 -0.06305  0.009
H1 2.09274 0.70821 0.40541  0.155
N1 1.21330 -0.56367 -0.69801  -0.040
H2 -2.54907 -0.08888 0.88781  0.350
N2 1.11370 1.64593 -0.09503  0.147
C2 -0.92381 0.12227 -0.06896  -0.372
O1 2.39801 -0.41881 0.04638  -0.108
O2 0.41615 -1.68658 -0.11499  -0.020
H3 -1.62850 -1.96274 0.16917  0.115
C3 0.37836 0.60729 -0.30959  -0.273
O3 -2.15707 0.54889 -0.34043  -0.022
H4 0.53844 2.36629 0.18129  0.058

Values from the calculation:
E_HOMO ... -8.87 eV
HOMO-LUMO gap ... 0.271 Ha
Total charge ... 0
Relative energy (zero: lowest compared OMol25 entry of this formula, charge and spin) ... 898.1 kJ/mol

---

No. 4
Formula: CH3ClF2Si
Source: the Open Molecules 2025 dataset
Level of theory: the ωB97M-V functional and the def2-TZVPD basis

Each line ends with the Löwdin charge.
Element x y z (Å)
H1 1.97666 -1.21786 1.15179  -0.147
H2 2.51239 1.05951 0.56834  -0.152
Cl1 -2.44781 -1.41685 -0.06402  0.672
C1 -1.60141 0.08259 -0.12521  -0.718
H3 1.50567 -0.01913 -1.46403  -0.138
F1 -2.13436 0.92471 -1.11711  -0.059
F2 -1.71741 0.83870 1.05991  -0.068
Si1 1.90627 -0.25166 -0.00967  0.610

Values from the calculation:
E_HOMO (alpha / beta) ... -7.64 / -9.91 eV
HOMO-LUMO gap (alpha / beta) ... 0.223 / 0.331 Ha
Total charge ... 0
Relative energy (zero: lowest compared OMol25 entry of this formula, charge and spin) ... 372.3 kJ/mol

---

No. 5
Formula: C33H36FMnN5O3S2
Source: the Open Molecules 2025 dataset
Level of theory: the ωB97M-V functional and the def2-TZVPD basis

Each line ends with the Mulliken spin population.
Element x y z (Å)
H1 -4.44244 -4.08996 0.08852  0.002
H2 -4.49380 1.46857 3.18917  0.001
C1 -3.11405 1.21971 6.05669  0.001
H3 6.61313 1.03877 -6.19165  0.000
C2 1.98939 1.11303 -3.45021  0.001
C3 -0.96654 2.50205 -1.81734  0.000
C4 -0.41991 0.51082 -0.58992  -0.010
H4 5.42259 -0.70252 -3.00485  0.000
C5 4.56666 0.62862 -6.48383  0.000
H5 0.59795 -1.35651 3.13251  -0.005
H6 -0.81422 3.33053 7.33944  0.000
H7 -4.95104 -0.20742 2.84830  -0.001
C6 -4.53588 0.46168 3.59866  0.016
H8 -0.05202 3.01327 -4.69847  0.000
H9 -3.00598 2.29735 7.90380  0.000
H10 -3.83522 -6.34838 0.84693  0.000
S1 -3.53754 -1.48921 0.81058  -0.121
C7 1.44072 4.29429 -3.64670  0.000
H11 -0.42236 5.41678 -4.15753  0.000
N1 0.08065 2.39627 -2.66467  0.002
C8 3.53724 -0.19292 -5.69561  0.000
C9 -2.51877 2.07664 6.96395  0.004
C10 -2.02872 -3.26664 2.28697  0.027
C11 -1.73069 -1.92809 4.28480  0.011
N2 -3.16094 0.01984 3.90532  0.067
C12 6.11086 -0.66980 -5.06419  0.000
H12 4.83433 0.17434 -7.43580  0.000
H13 2.08184 4.19582 -2.78134  0.000
C13 -2.51026 2.03948 0.00015  -0.005
C14 -2.32937 -5.65774 2.21728  0.005
H14 2.18206 1.85877 -4.20884  0.000
O1 -3.13263 3.01139 -0.38472  0.009
H15 -5.17467 0.45351 4.48589  0.002
C15 -3.32264 -5.48827 1.25742  -0.002
H16 -1.01095 -1.24935 4.74568  -0.012
H17 1.93674 4.55622 -4.57143  0.000
C16 -2.50555 0.92683 4.83973  0.011
C17 -1.26906 1.48352 4.52320  -0.004
C18 -1.68930 -4.54293 2.72705  -0.006
H18 7.11995 -0.66924 -4.66027  0.000
H19 0.47297 -3.12626 3.28944  0.001
N3 5.82577 0.68458 -5.65126  0.000
H20 4.25512 1.65849 -6.64555  0.000
C19 2.56192 -0.91498 -2.32455  0.001
H21 1.35478 -1.47873 -0.67217  -0.001
C20 2.81752 0.01204 -3.35103  -0.001
S2 -0.38660 1.09953 3.04641  -0.092
C21 -0.68087 2.35643 5.44448  0.003
C22 0.91712 1.29565 -2.56329  -0.002
C23 -3.13185 -1.36766 4.40385  0.006
C24 1.53669 -0.74245 -1.44402  0.007
H22 -0.19831 5.06162 -2.38265  0.000
H23 -3.45927 -1.41778 5.44832  -0.002
H24 -4.07114 0.77329 6.29596  0.000
H25 6.06562 -1.36603 -5.89952  0.000
C25 0.26172 3.36432 -3.72231  0.000
O2 -0.55404 -0.35397 0.29410  0.055
F1 3.33675 -2.01567 -2.22325  0.000
H26 0.37252 -2.36395 1.68769  0.003
H27 -2.05971 -6.64476 2.56713  0.000
H28 5.64840 1.33026 -4.87865  0.000
H29 4.82898 -2.02522 -4.01103  0.000
H30 -1.62957 3.34361 -1.96673  0.001
C26 -3.66403 -4.22157 0.82950  0.010
C27 0.69332 0.36301 -1.55058  0.015
Mn1 -1.96660 -0.17208 1.90517  4.005
H31 2.54607 0.21691 -5.86829  0.000
O3 -2.78993 1.36160 1.05369  0.021
N4 3.88748 -0.11474 -4.28390  0.000
C28 0.05282 4.80897 -3.40256  0.000
C29 -1.26210 1.64998 -0.79704  0.001
H32 -0.92382 -4.67192 3.48094  0.000
H33 0.27485 2.80267 5.20102  0.001
C30 0.12183 -2.25093 2.74050  0.016
H34 -3.82945 -1.95661 3.80481  -0.008
H35 -1.66326 -2.89331 4.79412  0.002
H36 3.52268 -1.23349 -6.04248  0.000
C31 -1.29333 2.65120 6.64663  -0.001
C32 -3.02847 -3.08361 1.34116  -0.001
C33 5.04466 -0.95406 -3.99414  0.000
N5 -1.34679 -2.09347 2.85545  -0.033

Values from the calculation:
Multiplicity ... 5
E_HOMO (alpha / beta) ... -8.90 / -9.01 eV
HOMO-LUMO gap (alpha / beta) ... 0.205 / 0.209 Ha
Total charge ... +1